1.
C20H28F6N5OS3SiV | the ωB97M-V functional and the def2-TZVPD basis

Each line ends with the Mulliken charge.
Positions of all 65 atoms, in Å:
1 V -0.21 0.68 -0.61  -0.1432
2 S -0.10 -1.26 0.97  -0.3685
3 S 1.13 1.79 -2.18  -0.1735
4 S -2.09 0.52 -1.85  -0.4273
5 Si -0.16 -4.64 0.33  0.1346
6 F -2.79 3.58 1.43  -0.3183
7 F 1.70 2.52 1.90  -0.3096
8 F 1.21 4.25 2.96  -0.2646
9 F -1.30 4.61 0.13  -0.2045
10 F -1.67 5.20 2.30  -0.2576
11 F 1.30 4.35 0.72  -0.2098
12 O -0.63 2.03 0.79  0.3646
13 N 3.68 0.68 -2.83  -0.4777
14 N -3.95 1.22 0.03  -0.0447
15 N 3.37 2.08 -1.00  -0.2240
16 N 0.68 -0.99 -1.48  0.2646
17 N -3.53 2.67 -1.77  -0.0879
18 C 1.06 -5.20 1.69  -1.0003
19 C 0.39 -3.29 -0.78  0.0314
20 C 4.53 1.73 -0.44  0.7049
21 C -1.07 2.35 3.06  -1.4358
22 C 5.27 0.73 -0.99  -0.6989
23 C 1.07 -3.65 -1.95  -0.1634
24 C -3.85 -0.05 0.75  -0.6426
25 C -0.53 3.02 1.77  0.7968
26 C 0.32 -1.89 -0.56  1.4070
27 C -0.31 -6.36 -0.51  -1.1275
28 C 4.79 0.28 -2.24  -0.1814
29 C 1.53 -2.70 -2.90  -1.2237
30 C 1.16 -1.38 -2.68  -0.3913
31 C -1.52 4.18 1.38  0.6031
32 C 4.80 2.53 0.82  -0.9519
33 C 0.95 3.59 1.83  0.5042
34 C 2.90 1.44 -2.03  0.5139
35 C -1.82 -4.06 1.17  -1.0318
36 C -3.28 1.56 -1.08  0.5091
37 C -4.33 3.80 -1.33  -0.6607
38 H 1.15 -4.52 2.55  0.3331
39 H -1.19 2.98 3.94  0.3745
40 H 5.64 2.14 1.37  0.4042
41 H -4.46 1.98 0.52  0.2613
42 H 6.12 0.24 -0.51  0.4039
43 H -1.01 -6.36 -1.37  0.3383
44 H -4.58 -0.70 0.30  0.3521
45 H -0.55 -7.15 0.21  0.3563
46 H -4.33 3.74 -0.25  0.1390
47 H -1.69 -3.36 2.00  0.3453
48 H 0.83 -6.24 1.99  0.3231
49 H 5.05 3.54 0.51  0.3153
50 H -0.34 1.59 3.31  0.4160
51 H 1.31 -0.61 -3.44  0.6749
52 H -2.00 1.85 2.71  0.2501
53 H -4.02 0.14 1.81  0.3607
54 H 2.06 -5.29 1.13  0.2970
55 H -3.84 4.68 -1.74  0.3467
56 H 0.68 -6.62 -0.90  0.3443
57 H -5.38 3.78 -1.61  0.2870
58 H 1.14 -4.70 -2.24  0.3400
59 H 3.94 2.63 1.47  0.0570
60 H -2.39 -4.95 1.57  0.3608
61 H -2.49 -3.58 0.44  0.2937
62 H -3.05 2.68 -2.68  0.2861
63 H 2.17 -3.03 -3.68  0.4938
64 H 5.43 -0.35 -2.86  0.4659
65 H -2.85 -0.46 0.65  -0.0340

Output
Multiplicity   1
Gap between HOMO and LUMO (spin up / spin down)   0.2001 / 0.2011 Ha
E   -113053.02698 eV
Charge   +2

***

2.
C29H31B2F2NO5P2SSi | the ωB97M-V functional and the def2-TZVPD basis

Each line ends with the Mulliken charge.
Positions of all 74 atoms, in Å:
1 S -3.21 -1.86 -3.06  -0.3667
2 P -1.49 -2.66 -2.61  0.1801
3 P 0.80 -0.61 -3.71  0.5569
4 Si -4.97 -0.18 1.32  0.3603
5 F -1.12 -3.58 1.54  -0.3475
6 F -2.35 -3.58 -0.22  -0.3625
7 O 2.06 1.72 -2.40  -0.4828
8 O 6.56 2.07 3.28  -0.5979
9 O 4.55 2.44 -3.44  -0.6159
10 O 1.55 1.14 2.28  -0.5260
11 O -0.30 0.14 -4.36  -0.6231
12 N 5.92 0.36 -3.38  -0.6017
13 C -6.57 1.65 -0.21  -0.0749
14 C -4.04 -1.60 0.51  0.0167
15 C 2.27 0.99 -1.47  -0.5597
16 C -6.46 0.35 0.29  0.3898
17 C 5.68 1.13 1.15  0.0089
18 C 3.32 0.87 0.75  0.5695
19 C -1.72 -2.75 0.65  1.1901
20 C -0.17 -1.41 3.46  -0.0891
21 C -7.49 -0.54 -0.01  -0.2874
22 C 0.12 -1.09 0.86  0.8879
23 C -3.89 1.34 1.61  -1.3360
24 C -0.69 -1.86 -0.01  -0.6500
25 C 5.88 1.26 -0.23  0.8164
26 C 4.80 1.23 -1.15  -0.0463
27 C -5.63 -0.72 3.01  -1.2376
28 C 1.24 -0.03 -1.02  0.6701
29 C 1.92 0.65 1.25  -0.4624
30 C 1.05 -0.20 0.35  -0.1087
31 C 4.37 0.92 1.63  -0.7380
32 C 3.52 1.04 -0.63  0.3039
33 C -0.48 -1.70 -1.39  0.1191
34 C -8.69 1.15 -1.26  -0.4516
35 C 0.49 -0.80 -1.90  0.6301
36 C -2.80 -1.92 1.40  -1.0544
37 C -8.59 -0.15 -0.77  -0.6551
38 C -7.67 2.04 -0.97  -0.6331
39 C 7.27 1.50 -0.81  -2.2256
40 C 0.02 -1.16 2.30  -1.0505
41 C 8.14 0.33 2.29  -0.9746
42 B 6.81 1.19 2.25  0.5057
43 B 5.09 1.39 -2.72  0.7476
44 H -3.28 1.25 2.51  0.3935
45 H 1.00 -1.90 -4.25  0.1827
46 H -7.73 3.06 -1.34  0.3676
47 H -0.37 -1.33 4.51  0.5136
48 H -4.80 -0.94 3.69  0.3529
49 H -5.81 2.40 -0.03  0.2609
50 H 8.81 0.49 1.45  0.3066
51 H -4.57 2.18 1.80  0.4099
52 H 4.21 0.81 2.69  0.5514
53 H -3.10 -2.55 2.24  0.3236
54 H -1.60 -3.98 -2.16  0.1081
55 H -7.46 -1.56 0.34  0.2788
56 H 4.83 3.27 -3.04  0.3102
57 H -3.64 -1.24 -0.44  -0.2224
58 H -6.20 -1.65 2.86  0.3343
59 H 7.11 1.83 4.04  0.3171
60 H 5.54 0.12 -4.29  0.2189
61 H -4.67 -2.48 0.36  0.5516
62 H 7.25 2.43 -1.38  0.3741
63 H 6.86 0.71 -3.50  0.2182
64 H 8.03 1.62 -0.06  0.3888
65 H 7.87 -0.73 2.34  0.3102
66 H -6.30 0.02 3.43  0.3776
67 H -0.74 -2.77 -3.79  0.0895
68 H 8.71 0.55 3.20  0.3244
69 H 2.05 0.01 -3.87  -0.1009
70 H -9.55 1.47 -1.83  0.3811
71 H -9.38 -0.86 -0.98  0.3655
72 H -3.28 1.62 0.75  0.3852
73 H 7.50 0.66 -1.46  0.3349
74 H -2.40 -0.97 1.73  0.1981

Output
Multiplicity   1
Gap between HOMO and LUMO   0.2675 Ha
SMILES   C#Cc1c2c(c([PH2]=O)c([PH2]=S)c1C(F)(F)CC[Si](C)(C)c1ccccc1)C(=O)c1c(cc(B(C)O)c(C)c1B(N)O)C2=O
E   -86384.11317 eV
Charge   0